{"formula": "C33H60INO12", "method": "ωB97M-V/def2-TZVPD", "symbols": ["C", "C", "C", "I", "C", "C", "C", "C", "C", "N", "C", "C", "C", "C", "C", "C", "C", "O", "C", "O", "O", "C", "O", "H", "H", "H", "H", "H", "H", "H", "H", "H", "H", "H", "H", "H", "H", "H", "H", "H", "H", "H", "H", "C", "O", "C", "C", "O", "C", "H", "H", "H", "H", "H", "H", "H", "H", "H", "H", "C", "O", "C", "C", "O", "C", "H", "H", "H", "H", "H", "H", "H", "H", "H", "H", "C", "O", "C", "C", "O", "C", "H", "H", "H", "H", "H", "H", "H", "H", "H", "H", "C", "O", "C", "C", "O", "C", "H", "H", "H", "H", "H", "H", "H", "H", "H", "H"], "positions_angstrom": [[-1.934, 2.813, -2.379], [-1.395, 2.810, -3.799], [-1.659, 1.449, -4.455], [-3.623, 1.488, -5.400], [-0.656, 1.036, -5.449], [0.151, -0.017, -5.415], [0.384, -1.102, -4.422], [0.791, -0.643, -3.013], [-0.289, -0.641, -1.908], [-1.398, -1.584, -2.134], [-2.707, -1.055, -1.710], [-3.848, -1.693, -2.461], [-3.730, -1.999, -3.820], [-4.760, -2.603, -4.538], [-5.952, -2.915, -3.887], [-6.094, -2.597, -2.538], [-5.059, -1.989, -1.831], [-5.238, -1.701, -0.478], [0.927, -0.005, -6.694], [1.721, -0.780, -7.085], [0.589, 1.121, -7.395], [-0.403, 1.781, -6.718], [-0.921, 2.753, -7.129], [-2.076, 3.821, -2.006], [-1.287, 2.286, -1.684], [-2.917, 2.343, -2.383], [-1.909, 3.590, -4.348], [-0.339, 3.076, -3.829], [-1.786, 0.701, -3.686], [-0.473, -1.771, -4.417], [1.212, -1.680, -4.822], [1.577, -1.316, -2.687], [1.231, 0.349, -3.077], [0.219, -0.901, -0.980], [-0.674, 0.363, -1.767], [-1.228, -2.380, -1.535], [-2.872, -1.202, -0.644], [-2.740, 0.022, -1.876], [-2.805, -1.758, -4.321], [-4.597, -2.822, -5.580], [-6.753, -3.397, -4.423], [-7.021, -2.824, -2.034], [-5.476, -0.770, -0.414], [1.123, 2.175, 3.752], [0.834, 0.851, 3.334], [-0.494, 0.695, 2.854], [-0.528, 0.675, 1.343], [-0.116, 1.916, 0.790], [1.228, 1.878, 0.340], [2.202, 2.254, 3.871], [0.792, 2.911, 3.017], [0.648, 2.385, 4.716], [-1.142, 1.484, 3.245], [-0.871, -0.264, 3.224], [-1.557, 0.488, 1.016], [0.100, -0.136, 0.959], [1.306, 1.305, -0.593], [1.884, 1.432, 1.092], [1.555, 2.899, 0.151], [5.451, 3.006, -2.226], [4.835, 2.737, -0.979], [5.082, 1.424, -0.497], [6.161, 1.400, 0.562], [7.426, 1.772, 0.037], [7.783, 3.113, 0.317], [5.394, 4.080, -2.395], [6.499, 2.701, -2.232], [4.920, 2.494, -3.037], [5.346, 0.755, -1.322], [4.150, 1.061, -0.053], [6.253, 0.380, 0.946], [5.884, 2.051, 1.397], [8.079, 3.222, 1.366], [6.964, 3.803, 0.100], [8.634, 3.365, -0.314], [-5.008, -1.196, 5.774], [-6.075, -0.527, 5.126], [-5.664, 0.611, 4.387], [-5.562, 0.317, 2.906], [-4.535, -0.620, 2.621], [-5.022, -1.936, 2.402], [-5.385, -2.159, 6.116], [-4.167, -1.365, 5.098], [-4.666, -0.625, 6.644], [-4.708, 0.988, 4.762], [-6.418, 1.389, 4.539], [-5.310, 1.245, 2.383], [-6.523, -0.038, 2.523], [-5.489, -2.017, 1.415], [-5.741, -2.231, 3.169], [-4.169, -2.612, 2.440], [5.424, -2.740, 2.649], [4.527, -1.664, 2.861], [3.166, -2.067, 2.931], [2.675, -2.148, 4.359], [3.332, -3.175, 5.086], [4.365, -2.697, 5.928], [6.431, -2.369, 2.835], [5.223, -3.573, 3.326], [5.366, -3.092, 1.613], [3.023, -3.026, 2.423], [2.579, -1.309, 2.403], [1.608, -2.389, 4.349], [2.796, -1.182, 4.857], [3.946, -2.205, 6.813], [5.022, -1.998, 5.405], [4.950, -3.557, 6.251]], "atomic_forces_ev_per_a": [[-0.078, 0.059, -0.033], [-0.381, 0.227, 0.112], [-0.257, 0.592, -0.092], [0.105, -0.140, 0.149], [-0.280, -0.011, 0.006], [0.203, -0.305, -0.111], [0.180, 0.149, -0.218], [-0.314, -0.317, 0.015], [0.060, -0.318, -0.182], [-0.048, 0.572, 0.306], [-0.055, -0.197, -0.091], [-0.226, -0.296, -0.281], [-0.308, -0.105, 0.136], [0.208, 0.219, 0.650], [0.508, 0.239, 0.179], [0.048, -0.054, -0.210], [-0.010, -0.046, -0.447], [-0.021, 0.030, -0.846], [-0.466, 0.593, 0.711], [0.800, -0.806, -0.423], [0.147, 0.117, -0.703], [0.182, -0.772, 0.728], [-0.410, 1.069, -0.413], [0.097, 0.199, 0.096], [0.021, -0.033, 0.125], [-0.147, -0.071, 0.129], [0.054, 0.094, -0.306], [0.211, -0.211, 0.023], [0.146, -0.315, -0.013], [-0.161, -0.052, 0.297], [0.074, -0.169, -0.124], [0.217, -0.068, 0.033], [0.156, 0.144, 0.073], [0.075, 0.154, 0.106], [-0.177, 0.075, -0.023], [0.035, -0.302, -0.308], [-0.054, 0.063, 0.216], [0.110, 0.117, -0.058], [0.123, -0.024, -0.016], [-0.150, -0.074, -0.182], [-0.149, -0.041, -0.010], [-0.041, 0.006, 0.172], [0.036, 0.099, 0.165], [0.073, -0.053, 0.062], [-0.050, 0.086, -0.018], [0.156, -0.256, 0.063], [-0.304, 0.144, -0.022], [0.124, -0.132, -0.052], [0.053, 0.111, -0.066], [0.002, -0.037, 0.014], [-0.011, 0.000, -0.007], [-0.025, 0.044, -0.023], [-0.009, 0.036, -0.038], [-0.030, 0.023, 0.013], [-0.001, -0.026, 0.013], [-0.005, 0.012, 0.129], [0.069, 0.008, 0.043], [0.020, -0.002, -0.016], [-0.049, 0.011, -0.024], [-0.051, 0.022, 0.013], [0.075, -0.019, -0.018], [-0.220, 0.120, 0.083], [0.175, -0.184, -0.042], [-0.062, 0.105, -0.044], [0.027, -0.049, 0.009], [-0.040, 0.000, 0.015], [0.002, -0.017, -0.005], [0.050, -0.025, -0.021], [0.046, -0.004, -0.012], [0.025, -0.049, 0.004], [-0.050, 0.016, 0.029], [-0.025, 0.027, -0.001], [-0.030, 0.043, 0.006], [-0.009, 0.005, 0.008], [0.019, -0.038, 0.010], [-0.045, 0.007, 0.019], [0.092, -0.021, -0.057], [-0.225, -0.039, 0.098], [0.278, 0.039, -0.113], [-0.019, 0.114, 0.041], [-0.246, -0.182, -0.019], [-0.037, 0.019, 0.009], [0.004, 0.008, -0.004], [0.051, 0.002, -0.014], [0.036, -0.004, -0.021], [0.022, 0.018, -0.008], [-0.031, 0.032, 0.011], [-0.044, -0.035, 0.037], [0.092, -0.110, 0.530], [0.051, 0.021, 0.116], [0.044, 0.020, -0.023], [0.008, 0.050, -0.023], [0.011, -0.075, 0.029], [0.053, 0.281, -0.081], [-0.113, -0.217, 0.041], [0.099, 0.058, -0.051], [-0.046, -0.030, 0.017], [-0.008, 0.035, -0.020], [-0.011, -0.011, -0.007], [-0.006, -0.056, 0.016], [0.014, -0.045, 0.037], [-0.041, -0.008, 0.035], [-0.006, 0.045, -0.008], [0.017, 0.037, -0.032], [0.033, 0.041, -0.006], [0.000, 0.013, 0.000], [-0.037, -0.022, 0.009]], "homo_lumo_gap_ha": 0.31035, "e_tot_ha": -2548.55945, "mol_weight_da": 789.742, "charge": 0, "e_lumo_ev": -0.67}